This record from the Open Molecules 2025 dataset describes 2 unconnected molecules or ions with the total composition CH3N2OP at a distorted geometry. The level of theory is ωB97M-V with the def2-TZVPD basis set.

Geometry as XYZ:
```
8
Properties=species:S:1:pos:R:3
P 2.786 0.308 -0.231
O 3.751 -0.130 0.836
N -0.156 -0.908 0.575
N -1.055 -0.267 0.257
C -2.032 0.250 -0.373
H 1.510 -0.501 0.105
H -1.844 0.788 -1.310
H -2.958 0.459 0.140
```

maximum force = 0.0529 hartree/bohr
spin multiplicity = 3
calculated total energy = -565.8253 hartree
energy relative to the best compared isomer or geometry (same formula, charge and spin) = 0.8844 eV
LUMO (alpha / beta) = -0.0003 / -0.0892 hartree
highest occupied orbital energy (alpha / beta) = -0.276 / -0.343 hartree
frontier orbital gap (alpha / beta) = 7.503 / 6.894 eV